(1)
C18H43ClNbO4P2S as an isolated structure, computed with ωB97M-V with the def2-TZVPD basis set.

Each line ends with the Mulliken charge.
Atoms and positions in Å:
1 C -2.62 -3.93 2.74  -1.072
2 C -4.05 -3.43 2.96  -0.561
3 C -4.49 -2.44 1.89  -0.729
4 C -3.80 -1.07 2.01  0.367
5 C -4.74 0.08 1.69  -0.925
6 C -4.17 1.51 1.79  -1.115
7 C -2.66 1.71 1.63  -0.338
8 C -1.83 1.37 2.87  -0.221
9 C -0.44 2.00 2.91  -1.003
10 C 0.36 1.94 1.61  -0.177
11 C 1.88 2.03 1.88  -0.701
12 C 2.68 2.96 0.94  -0.636
13 C 4.10 2.45 0.66  -1.226
14 C 4.27 1.58 -0.59  -0.137
15 C 3.71 2.17 -1.88  -0.311
16 C 4.20 1.39 -3.12  -1.163
17 C 3.08 0.69 -3.92  0.087
18 C 3.12 -0.85 -3.82  -0.985
19 Nb 1.26 -2.00 -3.73  -0.518
20 S -0.72 -3.51 -3.52  -0.345
21 P -0.22 0.11 -3.95  0.465
22 O -0.23 0.88 -5.40  -0.518
23 Cl -2.25 -0.21 -3.66  -0.304
24 P 1.31 -2.13 -1.07  0.594
25 O 2.23 -1.14 -0.45  -0.590
26 O -0.21 -1.95 -0.47  -0.236
27 O 1.72 -3.59 -0.47  -0.580
28 H -2.51 -4.37 1.75  0.291
29 H -1.89 -3.13 2.86  0.212
30 H -2.37 -4.71 3.46  0.378
31 H -4.09 -2.96 3.95  0.302
32 H -4.73 -4.29 3.00  0.353
33 H -5.58 -2.31 1.93  0.409
34 H -4.23 -2.87 0.92  0.317
35 H -2.91 -1.05 1.39  -0.013
36 H -3.47 -0.96 3.05  0.165
37 H -5.59 0.00 2.38  0.282
38 H -5.16 -0.06 0.69  0.348
39 H -4.64 2.10 1.00  0.325
40 H -4.50 1.98 2.73  0.354
41 H -2.50 2.77 1.40  0.517
42 H -2.31 1.15 0.76  0.163
43 H -1.70 0.29 2.96  -0.014
44 H -2.38 1.68 3.77  0.403
45 H 0.13 1.45 3.67  0.430
46 H -0.53 3.05 3.22  0.236
47 H 0.14 1.02 1.06  0.152
48 H 0.06 2.78 0.96  0.260
49 H 1.99 2.41 2.90  0.337
50 H 2.30 1.02 1.83  0.366
51 H 2.79 3.92 1.46  0.305
52 H 2.12 3.17 0.03  0.402
53 H 4.78 3.30 0.59  0.458
54 H 4.42 1.87 1.53  0.371
55 H 5.36 1.47 -0.73  0.443
56 H 3.88 0.57 -0.42  -0.031
57 H 4.03 3.22 -1.94  0.342
58 H 2.62 2.18 -1.84  0.160
59 H 4.94 0.65 -2.81  0.519
60 H 4.72 2.09 -3.78  0.435
61 H 2.13 1.11 -3.60  -0.062
62 H 3.19 0.97 -4.97  0.289
63 H 3.69 -1.28 -4.65  0.397
64 H 3.69 -1.13 -2.92  0.378
65 H 1.03 -2.25 -5.52  -0.004
66 H 2.29 -3.48 -3.96  0.041
67 H -0.88 -3.62 -2.20  0.026
68 H -0.64 1.75 -5.31  0.319
69 H -0.19 -1.91 0.49  0.199
70 H 1.02 -4.23 -0.62  0.318

Output
**HOMO level**: -4.75 eV
**Charge**: -1

***

(2)
C18H43F9NO16S3Zn as an isolated structure in a non-equilibrium geometry, computed with ωB97M-V with the def2-TZVPD basis set.

Each line ends with the Mulliken charge.
Atoms and positions in Å:
1 Zn 12.70 11.08 9.12  4.055
2 C 16.31 13.53 9.02  0.638
3 F 15.76 14.02 7.92  -0.203
4 F 16.98 12.40 8.69  -0.248
5 F 17.29 14.34 9.43  -0.243
6 S 15.17 13.27 10.42  0.864
7 O 14.50 14.50 10.85  -0.735
8 O 14.22 12.27 9.93  -1.142
9 O 16.15 12.72 11.31  -0.905
10 C 9.78 12.84 6.37  0.611
11 F 10.30 12.26 5.29  -0.233
12 F 8.82 13.76 5.96  -0.275
13 F 9.10 11.90 7.04  -0.179
14 S 11.05 13.62 7.47  0.869
15 O 11.80 14.49 6.62  -0.716
16 O 10.16 14.17 8.44  -0.696
17 O 11.77 12.42 7.94  -0.955
18 C 9.64 7.75 7.22  0.333
19 F 9.74 6.77 6.24  -0.267
20 F 8.59 8.51 6.92  -0.216
21 F 9.29 7.13 8.35  -0.205
22 S 11.39 8.59 7.28  1.436
23 O 11.37 9.34 6.09  -0.741
24 O 11.29 9.36 8.55  -0.536
25 O 12.27 7.44 7.34  -0.904
26 C 14.87 10.25 13.07  -0.475
27 O 15.69 10.06 11.92  -0.492
28 H 14.04 10.90 12.88  0.015
29 H 14.55 9.23 13.37  0.211
30 H 15.47 10.54 13.99  0.411
31 H 16.17 10.88 11.84  0.285
32 C 11.38 12.72 11.42  -1.237
33 O 11.70 11.43 10.94  0.885
34 H 11.73 12.71 12.41  0.356
35 H 11.88 13.45 10.82  0.387
36 H 10.32 12.88 11.35  0.071
37 H 11.00 10.78 11.20  -0.417
38 C 13.76 8.14 9.93  -0.015
39 O 13.75 9.56 9.97  0.612
40 H 14.06 7.79 8.92  -0.718
41 H 14.36 7.66 10.67  0.388
42 H 12.75 7.82 10.11  0.134
43 H 14.56 9.82 10.48  -0.154
44 C 14.32 5.48 5.74  -0.715
45 O 14.87 6.48 6.63  -0.585
46 H 13.64 4.79 6.23  0.230
47 H 13.76 6.03 4.95  0.269
48 H 15.14 4.97 5.26  0.287
49 H 14.14 6.87 7.09  0.303
50 C 13.68 11.26 5.92  -0.816
51 O 13.80 10.71 7.29  -0.222
52 H 12.64 11.24 5.62  0.069
53 H 13.95 12.30 5.97  0.247
54 H 14.35 10.74 5.19  0.292
55 H 14.63 10.18 7.41  0.220
56 C 16.87 8.88 8.08  -0.539
57 O 15.78 9.10 7.14  -0.377
58 H 17.63 8.34 7.56  0.371
59 H 17.22 9.86 8.38  0.131
60 H 16.53 8.31 8.97  0.152
61 H 15.53 8.22 6.77  0.358
62 C 11.34 9.09 13.23  -2.043
63 C 9.86 9.10 12.86  2.027
64 C 9.23 10.26 13.66  -0.979
65 C 7.80 10.52 13.32  -0.778
66 C 7.73 10.88 11.85  -1.231
67 C 8.37 9.84 10.91  1.792
68 N 9.78 9.48 11.46  1.589
69 O 10.21 8.40 10.58  -0.721
70 C 7.51 8.60 10.68  -1.757
71 C 8.64 10.54 9.57  -1.586
72 C 9.16 7.78 13.24  -1.982
73 H 11.90 8.22 12.85  0.301
74 H 11.42 8.99 14.32  0.542
75 H 11.80 10.02 12.94  0.152
76 H 9.38 10.12 14.75  0.475
77 H 9.84 11.16 13.46  0.050
78 H 7.42 11.39 13.92  0.464
79 H 7.13 9.68 13.48  0.338
80 H 8.27 11.84 11.74  0.199
81 H 6.66 11.11 11.51  0.368
82 H 8.23 7.79 10.48  0.408
83 H 6.83 8.37 11.50  0.405
84 H 6.84 8.75 9.83  0.413
85 H 9.24 11.48 9.70  -0.135
86 H 9.22 9.88 8.89  -0.166
87 H 7.76 10.80 8.97  0.735
88 H 9.06 7.63 14.34  0.356
89 H 9.82 6.97 13.01  0.367
90 H 8.18 7.73 12.81  0.365
91 H 11.00 8.72 10.10  -0.297

Output
**HOMO level**: -7.38 eV
**Charge**: -1

***

(3)
C18H43HgN3OSi2V as an isolated structure in a non-equilibrium geometry, computed with ωB97M-V with the def2-TZVPD basis set.

Each line ends with the Mulliken charge.
Atoms and positions in Å:
1 N -1.95 -0.71 0.20  -0.415
2 C -2.75 -1.57 0.52  0.873
3 O -3.54 -2.39 0.86  -0.437
4 Hg -1.63 3.30 0.70  0.656
5 V -0.26 0.17 0.16  -0.170
6 N -0.36 2.02 -0.65  0.081
7 N 0.71 -1.09 -0.82  1.331
8 C -0.89 2.13 -2.04  1.378
9 C 0.50 -2.09 -1.90  0.650
10 C -0.94 3.58 -2.51  -1.620
11 C 0.02 1.38 -3.02  -1.702
12 C -2.28 1.52 -2.07  -1.384
13 C 0.62 -3.53 -1.39  -1.641
14 C 1.55 -1.93 -3.00  -1.486
15 C -0.89 -1.94 -2.52  -1.190
16 H -1.58 4.21 -1.87  0.348
17 H -1.38 3.60 -3.52  0.459
18 H 0.05 4.03 -2.56  0.354
19 H 0.88 1.98 -3.31  0.541
20 H -0.55 1.16 -3.93  0.540
21 H 0.38 0.43 -2.59  -0.018
22 H -2.31 0.49 -1.68  0.096
23 H -2.64 1.51 -3.11  0.469
24 H -2.99 2.10 -1.47  0.334
25 H 1.59 -3.70 -0.90  0.318
26 H 0.57 -4.21 -2.26  0.513
27 H -0.19 -3.80 -0.71  0.434
28 H 2.55 -2.20 -2.64  0.418
29 H 1.58 -0.92 -3.42  0.221
30 H 1.30 -2.62 -3.83  0.488
31 H -1.02 -2.75 -3.25  0.546
32 H -1.01 -1.00 -3.05  0.118
33 H -1.69 -2.04 -1.78  0.107
34 C 1.05 2.49 -0.55  -0.546
35 H 1.63 1.83 0.12  -0.030
36 H 1.56 2.51 -1.53  0.284
37 H 1.11 3.50 -0.13  0.516
38 C 2.07 -1.06 -0.26  -1.009
39 H 2.10 -0.45 0.66  0.080
40 H 2.43 -2.07 0.01  0.336
41 H 2.81 -0.62 -0.96  0.424
42 C 2.71 0.69 3.86  -1.148
43 Si 1.01 1.32 3.38  0.084
44 C -0.07 1.56 4.91  -1.107
45 C 1.34 3.06 2.74  -1.104
46 C 0.05 0.16 2.21  0.442
47 Si -0.23 -1.53 3.05  0.063
48 C -1.88 -1.56 3.94  -1.027
49 C -0.15 -2.94 1.82  -0.070
50 C 1.06 -2.02 4.35  -1.269
51 H 3.38 1.57 3.92  0.478
52 H 3.13 0.00 3.11  0.318
53 H 2.72 0.20 4.84  0.390
54 H 0.19 2.53 5.36  0.436
55 H -1.14 1.59 4.66  0.302
56 H 0.08 0.78 5.68  0.319
57 H 2.17 3.09 2.02  0.361
58 H 0.46 3.54 2.29  0.124
59 H 1.62 3.67 3.61  0.516
60 H -0.97 0.64 2.14  0.243
61 H -2.70 -1.85 3.27  0.326
62 H -1.83 -2.32 4.74  0.364
63 H -2.13 -0.60 4.41  0.327
64 H 0.08 -2.57 0.81  -0.846
65 H 0.65 -3.63 2.11  0.551
66 H -1.10 -3.50 1.78  0.518
67 H 2.08 -1.92 3.98  0.409
68 H 0.96 -1.47 5.29  0.293
69 H 0.89 -3.09 4.57  0.443

Output
**Energy above the lowest of the compared OMol25 structures with the same formula, charge and spin**: 0.00 kcal per mole
**HOMO level (alpha / beta)**: -15.40 / -15.96 eV
**Charge**: +2
**2S+1**: 2

***

(4)
C18H43N5O6PSi2 as an isolated structure in a non-equilibrium geometry, computed with ωB97M-V with the def2-TZVPD basis set.

Each line ends with the Mulliken charge.
Atoms and positions in Å:
1 C 0.95 0.04 3.29  -0.445
2 O 0.13 -1.14 3.38  -0.143
3 C -0.79 -0.90 4.47  -0.556
4 C -2.13 -1.78 4.31  -0.577
5 C -3.15 -1.15 3.25  -1.033
6 C -2.63 -1.17 1.74  -0.245
7 C -2.08 -2.58 1.24  -0.318
8 Si -1.01 -2.26 -0.35  0.142
9 C -2.19 -1.45 -1.61  -0.385
10 C -3.32 -2.48 -2.15  -0.488
11 C -4.46 -2.77 -1.09  0.411
12 N -4.74 -4.19 -0.84  -0.593
13 O -5.13 -1.91 -0.51  -0.576
14 O 0.30 -1.28 0.19  0.143
15 Si 1.42 -0.81 -1.02  -1.082
16 C 2.75 0.27 -0.10  -0.203
17 C 3.62 1.11 -1.11  -0.467
18 N 3.42 2.41 -1.15  -0.682
19 C 0.73 0.31 -2.41  -0.603
20 C -0.36 1.36 -1.93  -0.426
21 N -0.18 2.00 -0.80  -0.348
22 C 2.40 -2.22 -1.85  -0.428
23 C 3.47 -2.87 -0.81  -0.601
24 N 4.77 -2.13 -1.02  -0.506
25 P -0.45 -4.29 -1.05  -0.072
26 O 0.99 -4.86 -0.33  -0.444
27 O -0.43 -4.41 -2.76  -0.545
28 H 1.46 0.28 4.28  0.418
29 H 0.33 0.97 3.04  0.280
30 H 1.79 -0.12 2.54  -0.190
31 H -0.28 -1.16 5.45  0.331
32 H -1.10 0.21 4.48  0.328
33 H -1.90 -2.86 4.07  0.268
34 H -2.65 -1.73 5.33  0.380
35 H -3.25 -0.04 3.53  0.339
36 H -4.20 -1.58 3.35  0.340
37 H -1.76 -0.43 1.68  -0.036
38 H -3.43 -0.73 1.05  0.364
39 H -1.35 -3.00 2.01  0.531
40 H -2.86 -3.38 1.08  0.237
41 H -2.73 -0.61 -1.05  0.384
42 H -1.70 -1.04 -2.54  0.201
43 H -2.86 -3.43 -2.58  0.103
44 H -3.83 -1.92 -3.01  0.442
45 H -3.80 -4.62 -0.76  0.322
46 H -5.27 -4.30 0.03  0.312
47 H 3.42 -0.39 0.56  0.356
48 H 2.15 0.91 0.63  0.330
49 H 4.37 0.65 -1.83  0.428
50 H 2.69 2.68 -0.47  0.261
51 H 1.55 0.90 -2.96  0.615
52 H 0.31 -0.39 -3.21  0.405
53 H -1.26 1.52 -2.62  0.370
54 H -1.02 2.61 -0.73  0.246
55 H 1.79 -2.99 -2.40  0.529
56 H 3.06 -1.72 -2.65  0.479
57 H 3.15 -2.69 0.26  0.183
58 H 3.69 -3.96 -1.04  0.381
59 H 5.05 -1.66 -0.15  0.232
60 H 5.53 -2.78 -1.24  0.250
61 H 1.53 -5.34 -0.99  0.320
62 H -1.17 -4.99 -3.01  0.363
63 C 1.18 8.30 0.15  -1.109
64 C 0.57 6.94 -0.02  0.565
65 O 0.05 6.29 0.85  -0.440
66 N 0.51 6.32 -1.33  -0.008
67 C 1.38 5.10 -1.44  -1.073
68 H 1.09 8.61 1.19  0.331
69 H 2.24 8.26 -0.12  0.356
70 H 0.65 9.01 -0.49  0.382
71 H 0.71 7.00 -2.07  0.382
72 H -0.45 5.98 -1.38  0.379
73 H 2.42 5.40 -1.29  0.407
74 H 1.24 4.69 -2.44  0.412
75 H 1.07 4.38 -0.69  0.381

Output
**HOMO level**: -9.61 eV
**Charge**: +1

***

(5)
A 4-piece molecular cluster, C18H43NO5 overall, computed with ωB97M-V with the def2-TZVPD basis set.

Each line ends with the Mulliken charge.
Atoms and positions in Å:
1 C 6.39 -0.31 1.93  -1.067
2 C 5.84 0.02 0.53  -0.299
3 C 4.88 -1.02 0.00  0.566
4 O 4.94 -1.49 -1.11  -0.615
5 O 3.93 -1.41 0.89  -0.315
6 C 2.59 -1.56 0.35  -0.037
7 N 1.81 -2.34 1.29  -0.594
8 C 1.96 -0.19 0.12  -0.197
9 C 2.11 0.75 1.32  -1.144
10 H 7.27 -0.96 1.85  0.328
11 H 6.67 0.60 2.45  0.313
12 H 5.65 -0.83 2.54  0.272
13 H 5.27 0.95 0.56  0.224
14 H 6.63 0.12 -0.21  0.328
15 H 2.68 -2.12 -0.59  0.568
16 H 1.95 -3.33 1.09  0.269
17 H 2.21 -2.22 2.21  0.193
18 H 2.31 0.27 -0.81  0.311
19 H 0.88 -0.37 -0.01  -0.014
20 H 1.49 1.65 1.16  0.386
21 H 1.73 0.27 2.22  0.292
22 H 3.14 1.06 1.49  0.227
23 C -2.47 -1.64 -1.19  -1.034
24 C -2.55 -0.42 -0.30  -0.406
25 O -1.93 0.74 -0.83  -0.426
26 C -2.45 1.21 -2.07  -0.305
27 C -3.91 1.60 -2.02  -0.984
28 H -1.42 -1.87 -1.41  0.245
29 H -2.91 -2.50 -0.68  0.401
30 H -2.99 -1.50 -2.13  0.291
31 H -2.03 -0.61 0.64  0.378
32 H -3.60 -0.21 -0.03  0.365
33 H -2.27 0.48 -2.86  0.309
34 H -1.84 2.08 -2.31  0.243
35 H -4.56 0.75 -1.80  0.346
36 H -4.22 2.01 -2.99  0.321
37 H -4.08 2.36 -1.26  0.265
38 C -4.08 5.32 -6.82  -1.046
39 C -4.90 5.38 -5.54  -0.341
40 O -4.25 4.84 -4.40  -0.390
41 C -3.03 5.46 -4.03  -0.188
42 C -3.16 6.93 -3.69  -1.121
43 H -3.80 4.29 -7.03  0.286
44 H -4.67 5.70 -7.65  0.393
45 H -3.17 5.91 -6.75  0.270
46 H -5.81 4.78 -5.65  0.336
47 H -5.23 6.41 -5.34  0.293
48 H -2.27 5.31 -4.81  0.302
49 H -2.69 4.91 -3.16  0.225
50 H -3.48 7.53 -4.55  0.276
51 H -2.19 7.33 -3.37  0.393
52 H -3.88 7.08 -2.89  0.311
53 C -0.03 -3.92 5.92  -1.056
54 C 0.03 -4.77 4.66  -0.334
55 O 1.28 -4.74 3.99  -0.407
56 C 2.40 -5.19 4.73  -0.317
57 C 2.29 -6.64 5.20  -1.085
58 H 0.22 -2.88 5.69  0.281
59 H -1.03 -3.95 6.35  0.394
60 H 0.67 -4.27 6.68  0.266
61 H -0.69 -4.39 3.93  0.357
62 H -0.26 -5.80 4.89  0.291
63 H 2.59 -4.53 5.59  0.329
64 H 3.24 -5.09 4.06  0.318
65 H 1.47 -6.79 5.89  0.270
66 H 3.21 -6.93 5.71  0.387
67 H 2.14 -7.30 4.35  0.303

Output
**HOMO level**: -9.54 eV
**SMILES string**: CCC(=O)O[C@@H](N)CC.CCOCC.CCOCC.CCOCC

***

(6)
A 4-piece molecular cluster, C18H43NO9 overall, computed with ωB97M-V with the def2-TZVPD basis set.

Each line ends with the Mulliken charge.
Atoms and positions in Å:
1 C 4.99 -2.53 -1.28  -1.065
2 C 4.10 -2.73 -2.48  0.765
3 O 3.13 -2.06 -2.69  -0.566
4 O 4.45 -3.68 -3.39  -0.316
5 C 4.95 -4.94 -2.94  -0.254
6 C 6.31 -5.30 -3.58  -0.611
7 O 6.55 -4.61 -4.77  -0.364
8 C 7.17 -3.35 -4.61  0.126
9 C 6.72 -2.35 -5.70  -0.540
10 N 5.69 -2.91 -6.58  -0.627
11 H 4.65 -1.64 -0.76  0.240
12 H 6.04 -2.44 -1.55  0.339
13 H 4.91 -3.38 -0.60  0.381
14 H 5.04 -4.97 -1.85  0.245
15 H 4.21 -5.69 -3.22  0.296
16 H 6.28 -6.37 -3.84  0.355
17 H 7.13 -5.18 -2.86  0.341
18 H 8.26 -3.47 -4.62  0.387
19 H 6.89 -2.94 -3.63  -0.270
20 H 6.39 -1.43 -5.19  0.277
21 H 7.57 -2.07 -6.33  0.390
22 H 5.39 -2.18 -7.21  0.228
23 H 4.87 -3.15 -6.03  0.240
24 C 0.60 -1.30 -0.75  -0.389
25 O 0.61 -0.96 0.63  -0.386
26 C 1.43 0.16 0.92  -0.422
27 C 0.64 1.43 1.08  -0.424
28 O 0.01 1.83 -0.13  -0.417
29 C -1.35 1.45 -0.21  -0.053
30 H -0.23 -1.99 -0.90  0.317
31 H 0.46 -0.43 -1.39  0.315
32 H 1.53 -1.80 -1.03  -0.041
33 H 2.19 0.29 0.14  0.234
34 H 1.95 -0.05 1.87  0.396
35 H 1.32 2.24 1.38  0.418
36 H -0.11 1.31 1.87  0.186
37 H -1.96 2.08 0.45  -0.274
38 H -1.49 0.40 0.06  0.232
39 H -1.67 1.60 -1.24  0.340
40 C -5.82 -0.56 0.42  -0.866
41 O -5.33 0.52 1.20  -0.234
42 C -5.93 0.60 2.48  -0.590
43 C -5.04 0.03 3.56  -0.319
44 O -4.83 -1.37 3.40  -0.414
45 C -3.59 -1.68 2.79  -0.622
46 H -5.14 -0.69 -0.42  0.234
47 H -5.84 -1.49 1.00  0.375
48 H -6.82 -0.35 0.04  0.294
49 H -6.90 0.10 2.49  0.450
50 H -6.10 1.66 2.70  0.342
51 H -5.52 0.18 4.53  0.374
52 H -4.08 0.55 3.58  0.174
53 H -2.76 -1.54 3.50  0.321
54 H -3.40 -1.08 1.90  0.205
55 H -3.62 -2.73 2.51  0.299
56 C -3.77 3.29 2.18  -1.004
57 O -4.28 3.92 3.34  -0.364
58 C -3.28 4.41 4.22  -0.435
59 C -3.06 5.89 4.06  -0.578
60 O -2.53 6.22 2.78  -0.376
61 C -3.51 6.69 1.87  -0.720
62 H -4.59 3.17 1.48  0.354
63 H -2.99 3.89 1.71  0.721
64 H -3.37 2.30 2.42  0.106
65 H -2.34 3.87 4.06  0.264
66 H -3.62 4.21 5.24  0.395
67 H -2.33 6.22 4.80  0.382
68 H -3.99 6.43 4.24  0.321
69 H -3.81 7.72 2.12  0.337
70 H -4.39 6.05 1.85  0.291
71 H -3.05 6.70 0.88  0.254

Output
**HOMO level**: -9.05 eV
**SMILES string**: CC(=O)OCCOCCN.COCCOC.COCCOC.COCCOC

***

no.,energy (eV)
1,-71041.2391
2,-158997.9541
3,-71482.9274
4,-64136.7361
5,-31089.9850
6,-39275.9834